{"formula": "C19H58B2BrCl2O10", "method": "ωB97M-V/def2-TZVPD", "total_charge": -1, "homo_ev": -5.7, "spin_multiplicity": 1, "lumo_ev": 2.346, "elements": ["C", "B", "O", "B", "Cl", "Cl", "Br", "H", "H", "H", "H", "C", "C", "O", "H", "H", "H", "H", "H", "H", "C", "C", "O", "H", "H", "H", "H", "H", "H", "C", "C", "O", "H", "H", "H", "H", "H", "H", "C", "C", "O", "H", "H", "H", "H", "H", "H", "C", "C", "O", "H", "H", "H", "H", "H", "H", "C", "C", "O", "H", "H", "H", "H", "H", "H", "C", "C", "O", "H", "H", "H", "H", "H", "H", "C", "C", "O", "H", "H", "H", "H", "H", "H", "C", "C", "O", "H", "H", "H", "H", "H", "H"], "xyz": [[2.32, -1.49, -1.73], [1.07, -0.53, -1.72], [1.32, 0.82, -1.63], [-0.57, -1.05, -1.76], [-1.75, 0.39, -2.07], [-0.89, -2.39, -3.04], [-0.99, -1.83, 0.12], [2.42, -1.99, -2.69], [2.22, -2.28, -0.98], [3.25, -0.95, -1.51], [0.48, 1.30, -1.76], [5.96, -2.10, -4.78], [5.52, -1.57, -3.43], [5.29, -2.60, -2.47], [5.22, -2.81, -5.16], [6.05, -1.27, -5.49], [6.92, -2.61, -4.71], [4.56, -1.07, -3.51], [6.25, -0.84, -3.05], [6.08, -3.12, -2.33], [-0.52, -1.13, -7.50], [0.68, -1.85, -6.91], [0.95, -1.46, -5.58], [-0.36, -0.05, -7.47], [-0.68, -1.43, -8.54], [-1.42, -1.36, -6.93], [1.58, -1.62, -7.49], [0.53, -2.94, -6.98], [0.18, -1.67, -5.04], [3.04, -3.22, 2.10], [1.95, -4.19, 2.48], [0.75, -3.52, 2.87], [3.26, -2.55, 2.92], [3.96, -3.76, 1.83], [2.75, -2.62, 1.23], [2.24, -4.79, 3.35], [1.74, -4.88, 1.66], [0.45, -3.01, 2.10], [2.39, 2.02, -5.19], [3.24, 0.86, -4.72], [4.64, 1.07, -4.96], [2.54, 2.20, -6.26], [1.34, 1.80, -5.01], [2.64, 2.94, -4.65], [2.99, -0.04, -5.25], [3.06, 0.67, -3.66], [4.92, 1.85, -4.47], [-1.74, 0.07, 3.65], [-2.51, -0.84, 4.58], [-2.71, -2.14, 4.04], [-2.23, 0.16, 2.68], [-1.62, 1.06, 4.08], [-0.74, -0.34, 3.46], [-3.51, -0.45, 4.76], [-2.00, -0.91, 5.54], [-1.85, -2.52, 3.83], [-2.95, 3.39, 1.58], [-2.05, 4.40, 2.26], [-0.85, 3.82, 2.76], [-3.22, 2.59, 2.28], [-3.87, 3.85, 1.22], [-2.44, 2.94, 0.73], [-2.54, 4.85, 3.13], [-1.81, 5.21, 1.57], [-0.40, 3.40, 2.02], [1.96, 6.19, 4.03], [0.52, 6.65, 4.12], [-0.04, 6.93, 2.84], [2.58, 6.94, 3.53], [2.37, 6.01, 5.03], [2.03, 5.25, 3.47], [0.45, 7.58, 4.68], [-0.08, 5.90, 4.63], [-0.02, 6.10, 2.35], [-2.67, -5.40, 3.29], [-1.82, -5.40, 4.55], [-0.47, -5.75, 4.30], [-2.64, -6.38, 2.81], [-3.71, -5.14, 3.52], [-2.30, -4.66, 2.57], [-2.20, -6.13, 5.26], [-1.88, -4.41, 5.03], [-0.13, -5.09, 3.67], [-6.96, 1.62, 1.84], [-7.04, 3.10, 2.14], [-6.23, 3.88, 1.27], [-5.93, 1.27, 1.90], [-7.56, 1.05, 2.54], [-7.33, 1.41, 0.83], [-6.66, 3.31, 3.14], [-8.08, 3.44, 2.10], [-6.52, 3.74, 0.36]]}